No. 1
{
  "formula": "C9H7N3O",
  "method": "ωB97M-V/def2-TZVPD",
  "energy_ha": -586.60641,
  "smiles": "O=NNc1ccc2ccccc2n1",
  "largest_force_ev_per_a": 2.75,
  "gap_ev": 8.732,
  "lumo_energy_ev": -0.2,
  "homo_energy_ha": -0.328,
  "molar_mass_da": 173.2,
  "elements": ["O", "N", "N", "C", "C", "C", "C", "C", "C", "C", "C", "C", "N", "H", "H", "H", "H", "H", "H", "H"],
  "xyz": [[-4.503, -0.762, -0.005], [-3.287, -0.854, 0.008], [-2.636, 0.288, -0.003], [-1.252, 0.445, -0.004], [-0.719, 1.773, 0.004], [0.621, 1.939, -0.023], [1.467, 0.787, 0.019], [2.875, 0.880, -0.004], [3.613, -0.275, 0.006], [2.991, -1.569, -0.020], [1.609, -1.637, -0.011], [0.833, -0.458, 0.020], [-0.549, -0.645, 0.013], [-3.323, 1.062, -0.034], [-1.412, 2.634, 0.017], [1.065, 2.948, 0.016], [3.351, 1.857, -0.006], [4.691, -0.146, -0.015], [3.596, -2.465, 0.058], [1.123, -2.627, -0.043]]
}

No. 2
{
  "formula": "C4H9NO2",
  "method": "ωB97M-V/def2-TZVPD",
  "energy_ha": -362.84881,
  "largest_force_ev_per_a": 1.85,
  "gap_ev": [9.040, 6.583],
  "lumo_energy_ev": [0.2, -0.7],
  "homo_energy_ha": [-0.326, -0.267],
  "molar_mass_da": 103.1,
  "elements": ["C", "N", "C", "C", "O", "O", "C", "H", "H", "H", "H", "H", "H", "H", "H", "H"],
  "xyz": [[0.984, 1.628, 0.070], [0.102, 0.901, -0.817], [-1.271, 0.930, -0.365], [-1.316, -0.540, -0.192], [-1.737, -1.452, -0.840], [-0.348, -0.834, 0.889], [0.214, -1.970, 0.830], [0.761, 2.707, 0.037], [2.020, 1.501, -0.259], [0.930, 1.323, 1.131], [1.027, -0.631, -0.949], [-1.991, 1.241, -1.132], [-1.469, 1.469, 0.575], [0.911, -2.216, 1.626], [1.363, -1.338, -0.751], [-0.178, -2.719, 0.146]]
}

No. 3
{
  "formula": "C6H8N4O2",
  "method": "ωB97M-V/def2-TZVPD",
  "energy_ha": -602.73998,
  "largest_force_ev_per_a": 6.96,
  "gap_ev": 9.660,
  "lumo_energy_ev": 0.0,
  "homo_energy_ha": -0.356,
  "molar_mass_da": 168.2,
  "elements": ["C", "C", "C", "C", "C", "C", "H", "H", "H", "H", "H", "H", "H", "H", "N", "N", "N", "N", "O", "O"],
  "xyz": [[-0.111, 2.330, 0.380], [-1.031, 1.056, -0.108], [-2.732, -0.243, -0.180], [-0.814, -1.349, -0.603], [-0.262, 0.004, -0.499], [1.245, 0.170, -0.823], [0.031, 3.019, -0.511], [-0.289, 3.092, 1.377], [1.094, 1.590, 0.675], [-3.910, -0.255, -0.517], [-0.463, -3.330, -0.337], [3.132, 0.171, 0.103], [1.095, -0.496, 1.578], [1.628, -2.199, 0.953], [-2.360, 0.978, -0.122], [-2.115, -1.469, -0.115], [2.218, -0.510, -0.043], [1.943, -1.057, 1.124], [-0.050, -2.456, -0.642], [1.751, 0.952, -1.689]]
}

No. 4
{
  "formula": "C6H8Cl2O",
  "method": "ωB97M-V/def2-TZVPD",
  "energy_ha": -1228.98842,
  "smiles": "CC(=O)[C@H]1[C@H](C)C1(Cl)Cl",
  "largest_force_ev_per_a": 2.77,
  "gap_ev": 10.281,
  "lumo_energy_ev": 0.7,
  "homo_energy_ha": -0.351,
  "molar_mass_da": 167.0,
  "elements": ["C", "C", "O", "C", "C", "C", "C", "Cl", "Cl", "H", "H", "H", "H", "H", "H", "H", "H"],
  "xyz": [[-1.034, 2.067, 1.335], [-0.122, 1.645, 0.227], [0.212, 2.414, -0.627], [0.418, 0.252, 0.242], [0.948, -0.410, -1.003], [0.740, -1.859, -1.274], [1.996, 0.108, -0.121], [2.889, -0.983, 0.873], [2.973, 1.447, -0.573], [-1.862, 1.454, 1.382], [-1.450, 3.001, 1.269], [-0.351, 1.945, 2.164], [0.180, -0.273, 1.149], [0.938, 0.349, -1.768], [-0.096, -2.139, -2.053], [0.660, -2.331, -0.280], [1.562, -2.370, -1.833]]
}